Here is C25H20N4O3S in the gas phase from the OMol25 dataset. Energies are from the ωB97M-V functional and the def2-TZVPD basis.

Computed properties:
Energy above the lowest of the compared OMol25 structures with the same formula, charge and spin, kcal per mole: 10.41
HOMO, Eh: -0.287
Energy, eV: -49189.841
HOMO-LUMO gap, eV: 7.5200
Structure (SMILES): COc1ccc2[nH]c3c(c2c1)CCn1c-3nc2sc(C(=O)Nc3ccccc3)c(C)c2c1=O
LUMO energy, eV: -0.29

Bonds (Å) are listed after each position.
Positions of all 53 atoms, in Å:
1 H -1.437 -2.186 -0.389  C23 1.097
2 H -5.157 3.147 -1.805  C3 1.079
3 C -5.330 2.230 -1.264  H2 1.079, C17 1.372, C48 1.392
4 C -3.230 -0.224 0.317  C11 1.381, C20 1.491, C43 1.415
5 C 5.049 0.256 -1.508  C15 1.392, C22 1.383, H32 1.078
6 C 4.934 2.205 0.866  C9 1.479, N18 1.366, O49 1.214
7 H -0.907 -2.518 1.275  C23 1.093
8 H 3.302 -1.239 2.347  C35 1.087
9 C 3.581 1.642 0.669  C6 1.479, S42 1.746, C50 1.368
10 C -5.810 -0.182 0.162  C43 1.401, C47 1.379, H51 1.078
11 C -2.297 0.672 -0.167  C4 1.381, C46 1.432, N53 1.368
12 N -0.117 1.593 -0.125  C46 1.304, C52 1.340
13 H -2.763 -1.157 2.173  C20 1.095
14 O 1.202 -1.943 1.422  C44 1.216
15 C 5.980 0.373 -0.480  C5 1.392, N18 1.399, C38 1.393
16 H 4.263 -1.372 0.884  C35 1.090
17 C -6.602 1.763 -1.053  C3 1.372, H45 1.078, C47 1.412
18 N 5.979 1.460 0.400  C6 1.366, C15 1.399, H24 1.013
19 H 4.788 -0.276 2.170  C35 1.087
20 C -2.775 -1.405 1.106  C4 1.491, H13 1.095, C23 1.527, H30 1.090
21 C -8.516 -0.925 0.468  H27 1.095, O29 1.406, H33 1.095, H41 1.089
22 C 5.086 -0.839 -2.352  C5 1.383, C25 1.385, H31 1.080
23 C -1.373 -1.774 0.626  H1 1.097, H7 1.093, C20 1.527, N26 1.459
24 H 6.887 1.778 0.720  N18 1.013
25 C 6.057 -1.813 -2.198  C22 1.385, H39 1.079, C40 1.385
26 N -0.463 -0.634 0.588  C23 1.459, C44 1.405, C46 1.369
27 H -8.101 -1.815 -0.017  C21 1.095
28 C 1.720 0.286 0.765  C44 1.444, C50 1.423, C52 1.392
29 O -8.172 0.248 -0.226  C21 1.406, C47 1.365
30 H -3.437 -2.261 0.968  C20 1.090
31 H 4.355 -0.923 -3.142  C22 1.080
32 H 4.307 1.025 -1.654  C5 1.078
33 H -8.179 -0.890 1.509  C21 1.095
34 H -2.448 2.489 -1.216  N53 1.006
35 C 3.921 -0.678 1.652  H8 1.087, H16 1.090, H19 1.087, C50 1.489
36 H 7.711 -0.494 0.436  C38 1.080
37 H 7.777 -2.429 -1.082  C40 1.080
38 C 6.973 -0.596 -0.346  C15 1.393, H36 1.080, C40 1.382
39 H 6.080 -2.666 -2.860  C25 1.079
40 C 7.008 -1.681 -1.200  C25 1.385, H37 1.080, C38 1.382
41 H -9.603 -0.976 0.443  C21 1.089
42 S 2.342 2.696 0.035  C9 1.746, C52 1.726
43 C -4.503 0.277 -0.044  C4 1.415, C10 1.401, C48 1.421
44 C 0.869 -0.862 0.974  O14 1.216, N26 1.405, C28 1.444
45 H -7.459 2.302 -1.423  C17 1.078
46 C -0.891 0.564 0.082  C11 1.432, N12 1.304, N26 1.369
47 C -6.851 0.566 -0.345  C10 1.379, C17 1.412, O29 1.365
48 C -4.270 1.485 -0.755  C3 1.392, C43 1.421, N53 1.363
49 O 5.130 3.249 1.453  C6 1.214
50 C 3.112 0.409 1.033  C9 1.368, C28 1.423, C35 1.489
51 H -5.969 -1.099 0.706  C10 1.078
52 C 1.171 1.440 0.214  N12 1.340, C28 1.392, S42 1.726
53 N -2.925 1.702 -0.810  C11 1.368, H34 1.006, C48 1.363